(1)
{"formula": "C5H6O2", "method": "ωB97M-V/def2-TZVPD", "symbols": ["O", "C", "C", "C", "O", "C", "C", "H", "H", "H", "H", "H", "H"], "positions_angstrom": [[1.06, -1.88, 0.80], [1.09, -0.52, 0.48], [-0.01, -0.13, -0.52], [-1.40, -0.58, -0.07], [-1.61, -1.15, 0.98], [-0.07, 1.32, -0.69], [-0.13, 2.53, -0.71], [0.24, -2.02, 1.31], [0.99, 0.12, 1.37], [2.06, -0.31, 0.03], [0.18, -0.62, -1.49], [-2.22, -0.34, -0.76], [-0.18, 3.59, -0.72]], "e_above_lowest_ev": 2.380, "smiles": "C#C[C@H](C=O)CO", "total_charge": 0, "e_homo_ev": -10.1, "homo_lumo_gap_ev": 10.82, "energy_ha": -344.51446}

(2)
{"formula": "C5H23N2O5", "method": "ωB97M-V/def2-TZVPD", "symbols": ["C", "C", "C", "C", "C", "N", "N", "H", "H", "H", "H", "H", "H", "H", "H", "H", "H", "H", "H", "H", "H", "H", "O", "H", "H", "O", "H", "H", "O", "H", "H", "O", "H", "H", "O"], "positions_angstrom": [[1.30, 3.83, -1.00], [0.62, 2.46, -0.97], [-0.95, 2.67, -0.86], [-1.48, 1.28, -0.69], [-1.89, 0.91, 0.51], [-2.31, -0.46, 0.86], [1.17, 1.55, 0.03], [1.42, 4.35, -0.06], [2.31, 3.80, -1.43], [0.66, 4.47, -1.60], [0.93, 2.01, -1.94], [-1.18, 3.31, 0.00], [-1.22, 3.11, -1.82], [-1.50, 0.52, -1.47], [-2.09, 1.61, 1.31], [-3.18, -0.49, 1.37], [-2.42, -1.00, 0.00], [-1.52, -0.95, 1.31], [1.94, 1.85, 0.60], [1.02, 0.58, -0.13], [-4.43, -3.00, 0.28], [-4.51, -2.10, -0.91], [-4.22, -2.09, 0.02], [-0.57, -3.10, -0.29], [-1.38, -2.22, -1.46], [-0.75, -2.28, -0.75], [2.87, -1.74, -0.94], [4.38, -1.68, -1.45], [3.79, -1.81, -0.70], [3.22, -1.61, 1.40], [4.00, -1.98, 2.70], [3.12, -1.98, 2.29], [1.49, -2.69, 1.77], [0.71, -3.89, 2.37], [0.67, -3.21, 1.68]], "e_above_lowest_ev": 2.028, "total_charge": 1, "e_homo_ev": -11.7, "homo_lumo_gap_ev": 8.79, "energy_ha": -689.75288}

(3)
{"formula": "C15H8CuI2NO7S2", "method": "ωB97M-V/def2-TZVPD", "symbols": ["Cu", "O", "S", "O", "O", "C", "C", "C", "C", "C", "C", "S", "O", "O", "O", "H", "H", "H", "H", "I", "C", "C", "C", "I", "C", "C", "C", "C", "N", "C", "C", "O", "H", "H", "H", "H"], "positions_angstrom": [[-0.40, 0.64, -1.15], [-1.71, -3.24, -1.39], [-0.76, -2.21, -1.03], [-0.68, -1.87, 0.37], [-0.97, -1.00, -1.89], [0.85, -2.88, -1.50], [0.85, -4.22, -1.83], [2.03, -4.87, -2.16], [3.22, -4.17, -2.17], [3.23, -2.82, -1.85], [2.05, -2.17, -1.51], [2.27, -0.44, -1.04], [3.63, -0.12, -1.40], [1.95, -0.35, 0.36], [1.32, 0.36, -1.89], [-0.10, -4.74, -1.82], [2.01, -5.93, -2.42], [4.15, -4.67, -2.43], [4.14, -2.25, -1.85], [-2.87, 5.03, -1.96], [-2.36, 4.13, -0.14], [-2.71, 4.73, 1.07], [-2.38, 4.14, 2.25], [-2.94, 5.12, 4.04], [-1.68, 2.91, 2.29], [-1.29, 2.22, 3.45], [-0.62, 1.04, 3.35], [-0.32, 0.51, 2.08], [-0.67, 1.13, 0.98], [-1.33, 2.31, 1.05], [-1.67, 2.92, -0.21], [-1.34, 2.36, -1.33], [-3.25, 5.67, 1.06], [-1.53, 2.64, 4.42], [-0.31, 0.50, 4.24], [0.21, -0.42, 1.95]], "multiplicity": 2, "e_above_lowest_ev": 0.000, "total_charge": -1, "e_homo_ev": [-5.3, -5.4], "homo_lumo_gap_ev": [7.37, 6.56], "energy_ha": -4190.24481}

(4)
{"formula": "C27H26BrNPPt", "method": "ωB97M-V/def2-TZVPD", "symbols": ["Pt", "C", "C", "C", "C", "C", "C", "C", "P", "C", "C", "C", "C", "C", "C", "C", "C", "C", "C", "C", "C", "C", "C", "H", "H", "H", "H", "H", "H", "H", "H", "H", "H", "H", "H", "H", "H", "H", "H", "H", "H", "H", "H", "C", "C", "C", "C", "C", "Br", "N", "C", "H", "H", "H", "H", "H", "H"], "positions_angstrom": [[-1.39, 0.46, 0.98], [2.80, -1.90, -1.25], [2.73, -1.51, 0.21], [3.89, -1.62, 0.97], [3.91, -1.28, 2.32], [2.75, -0.84, 2.94], [1.59, -0.73, 2.20], [1.57, -1.05, 0.84], [-0.02, -0.93, 0.00], [0.20, -0.17, -1.63], [0.98, 0.99, -1.58], [1.11, 1.82, -2.68], [0.45, 1.48, -3.85], [-0.31, 0.33, -3.91], [-0.45, -0.53, -2.82], [-1.30, -1.76, -2.98], [-0.77, -2.56, 0.01], [-0.15, -3.79, -0.22], [-0.93, -4.93, -0.22], [-2.30, -4.84, 0.01], [-2.90, -3.62, 0.29], [-2.12, -2.47, 0.31], [-2.67, -1.12, 0.69], [3.65, -2.57, -1.41], [2.93, -1.03, -1.89], [1.91, -2.42, -1.59], [4.80, -1.98, 0.50], [4.83, -1.38, 2.88], [2.75, -0.59, 3.99], [0.68, -0.39, 2.67], [1.50, 1.25, -0.66], [1.73, 2.70, -2.62], [0.54, 2.11, -4.73], [-0.81, 0.06, -4.84], [-1.49, -1.94, -4.04], [-2.27, -1.64, -2.49], [-0.83, -2.65, -2.57], [0.91, -3.85, -0.40], [-0.48, -5.90, -0.40], [-2.90, -5.74, 0.01], [-3.96, -3.58, 0.51], [-3.17, -1.18, 1.67], [-3.40, -0.77, -0.04], [-1.06, 5.95, 0.25], [-1.00, 4.84, 1.26], [-0.83, 5.07, 2.62], [-0.79, 4.01, 3.52], [-0.92, 2.73, 3.02], [-0.90, 1.26, 4.20], [-1.08, 2.48, 1.73], [-1.12, 3.51, 0.87], [-0.90, 6.91, 0.72], [-2.03, 5.97, -0.25], [-0.29, 5.81, -0.52], [-0.73, 6.08, 2.99], [-0.66, 4.18, 4.58], [-1.23, 3.25, -0.18]], "e_above_lowest_ev": 0.000, "total_charge": 1, "e_homo_ev": -11.4, "homo_lumo_gap_ev": 7.86, "energy_ha": -4133.73335}

(5)
{"formula": "C14H19Br2N5O4", "method": "ωB97M-V/def2-TZVPD", "symbols": ["O", "O", "Br", "Br", "N", "O", "O", "C", "C", "C", "C", "C", "C", "C", "C", "C", "N", "N", "N", "N", "C", "C", "C", "C", "C", "H", "H", "H", "H", "H", "H", "H", "H", "H", "H", "H", "H", "H", "H", "H", "H", "H", "H", "H"], "positions_angstrom": [[-2.50, 1.07, 1.19], [-1.20, -1.79, -0.56], [-5.38, 4.87, -2.10], [-4.17, -0.28, -4.31], [4.25, -1.46, 1.59], [-5.56, 2.26, -4.10], [-1.21, 1.91, -0.60], [-1.40, 1.48, 0.67], [-2.01, -1.20, -1.31], [5.19, -2.16, 2.19], [-3.21, 3.17, -1.40], [-4.26, 3.32, -2.31], [-3.66, 1.11, -3.14], [-4.52, 2.22, -3.17], [-2.31, 2.11, -1.44], [-2.58, 1.01, -2.28], [-3.28, -1.57, -1.00], [4.98, -3.24, 3.06], [6.42, -1.71, 2.21], [-0.33, 1.22, 1.46], [-1.63, -0.18, -2.37], [2.90, -2.04, 1.65], [1.08, 1.40, 1.08], [1.83, -1.12, 1.04], [1.94, 0.24, 1.67], [-5.60, 1.36, -4.56], [-3.00, 3.96, -0.73], [-3.99, -1.14, -1.45], [-3.35, -1.65, 0.01], [4.14, -3.77, 3.04], [5.83, -3.83, 3.20], [6.33, -0.72, 2.07], [7.10, -2.05, 2.88], [-0.47, 0.66, 2.32], [-0.63, 0.08, -2.08], [-1.64, -0.68, -3.37], [2.98, -3.00, 1.16], [2.61, -2.22, 2.70], [1.48, 2.34, 1.51], [1.26, 1.62, 0.00], [2.00, -1.03, 0.01], [0.80, -1.46, 1.29], [1.86, 0.23, 2.72], [2.91, 0.65, 1.56]], "e_above_lowest_ev": 1.435, "smiles": "NC(=O)Cc1c(OC(=O)NCCCCN=C(N)N)cc(Br)c(O)c1Br", "total_charge": 0, "e_homo_ev": -8.4, "homo_lumo_gap_ev": 8.71, "energy_ha": -6267.64579}

(6)
{"formula": "C34H32N2O4P2RuS", "method": "ωB97M-V/def2-TZVPD", "symbols": ["Ru", "C", "C", "C", "C", "C", "C", "C", "S", "O", "O", "N", "C", "C", "O", "O", "H", "H", "H", "H", "H", "H", "H", "H", "H", "C", "N", "P", "C", "C", "C", "C", "C", "C", "C", "C", "C", "C", "C", "C", "P", "C", "C", "C", "C", "C", "C", "C", "C", "C", "C", "C", "C", "H", "H", "H", "H", "H", "H", "H", "H", "H", "H", "H", "H", "H", "H", "H", "H", "H", "H", "H", "H", "H", "H", "H"], "positions_angstrom": [[0.26, 1.15, 0.09], [6.49, 2.20, 5.55], [5.46, 1.73, 4.60], [4.10, 1.90, 4.87], [3.14, 1.47, 3.97], [3.56, 0.86, 2.80], [4.90, 0.70, 2.48], [5.85, 1.14, 3.39], [2.30, 0.29, 1.69], [0.98, 0.52, 2.29], [2.52, -1.04, 1.23], [2.28, 1.23, 0.30], [2.77, 2.53, 0.38], [1.62, 3.36, 1.24], [2.01, 4.04, 2.14], [0.49, 3.08, 0.80], [6.05, 2.56, 6.48], [7.08, 3.00, 5.10], [7.20, 1.40, 5.78], [3.78, 2.35, 5.80], [2.09, 1.60, 4.16], [5.19, 0.23, 1.56], [6.89, 1.02, 3.16], [2.83, 3.02, -0.60], [3.73, 2.61, 0.90], [-1.99, -0.87, 1.51], [-1.73, -0.72, 0.07], [-2.11, 0.94, -0.38], [-3.90, 0.92, -0.04], [-4.58, 2.07, 0.35], [-5.96, 2.04, 0.46], [-6.66, 0.88, 0.18], [-5.98, -0.26, -0.21], [-4.61, -0.25, -0.32], [-2.03, 1.13, -2.19], [-0.92, 1.84, -2.66], [-0.80, 2.13, -4.01], [-1.78, 1.70, -4.89], [-2.89, 1.02, -4.43], [-3.03, 0.75, -3.07], [-0.10, -1.14, -0.37], [0.02, -2.87, 0.14], [-1.16, -3.63, 0.19], [-1.08, -4.97, 0.49], [0.14, -5.57, 0.73], [1.31, -4.82, 0.66], [1.25, -3.47, 0.35], [-0.16, -1.24, -2.18], [-1.18, -1.92, -2.83], [-1.12, -2.08, -4.20], [-0.05, -1.58, -4.92], [0.96, -0.89, -4.28], [0.91, -0.71, -2.90], [-3.07, -0.90, 1.68], [-1.56, -0.04, 2.09], [-1.56, -1.81, 1.87], [-4.03, 2.97, 0.58], [-6.49, 2.94, 0.76], [-7.74, 0.87, 0.26], [-6.53, -1.17, -0.43], [-4.08, -1.15, -0.63], [-0.15, 2.21, -1.95], [0.03, 2.71, -4.37], [-1.68, 1.92, -5.95], [-3.67, 0.72, -5.11], [-3.91, 0.25, -2.70], [-2.12, -3.16, 0.01], [-1.99, -5.56, 0.53], [0.19, -6.62, 0.97], [2.26, -5.28, 0.84], [2.15, -2.88, 0.31], [-2.00, -2.32, -2.26], [-1.91, -2.63, -4.71], [0.00, -1.74, -5.99], [1.80, -0.50, -4.84], [1.70, -0.18, -2.37]], "multiplicity": 5, "e_above_lowest_ev": 2.778, "total_charge": 2, "e_homo_ev": [-14.3, -14.3], "homo_lumo_gap_ev": [7.59, 5.38], "energy_ha": -2900.42023}